Here is a cluster of 12 separate species, C42H110N2O30S10 in total from the Open Molecules 2025 dataset. Energies are from ωB97M-V/def2-TZVPD.

XYZ file:
```
194
Properties=species:S:1:pos:R:3:forces:R:3
C 1.8998 -0.2466 5.2675 -0.0277 -0.2139 0.1176
C 0.6291 0.6118 5.2835 -0.1802 -0.5345 1.5820
N 0.2957 1.1987 6.6160 0.8087 1.0704 -1.6810
C -0.8984 2.0758 6.3830 0.6268 -1.3111 1.3665
C -1.1122 2.9956 7.5292 0.0007 0.7019 0.9587
C 0.1407 0.1809 7.6562 -0.4540 1.0973 0.9791
C 1.0203 0.3795 8.8961 0.2404 -0.2886 0.1214
H 2.4279 -0.2234 4.3142 -0.2742 -0.0330 -0.0903
H 1.6136 -1.2786 5.4703 0.1721 -0.1118 -0.2534
H 2.6516 -0.0245 6.0248 -0.1825 0.5589 0.1920
H 0.6097 1.3941 4.5247 0.1250 -0.0103 0.1019
H -0.2168 -0.0628 5.1513 -0.1637 -0.2310 -1.0859
H -0.8055 2.7167 5.5063 0.1283 -0.7704 -0.2714
H -1.7630 1.4120 6.3802 -0.4264 -0.0404 -0.8213
H -0.3955 3.8164 7.5032 -0.0491 0.1424 0.0564
H -2.1317 3.3801 7.5009 0.0235 0.2426 0.0442
H -0.9796 2.4987 8.4902 -0.0963 -0.0732 0.0133
H 0.2179 -0.8516 7.3156 0.1098 0.0796 -0.3831
H -0.8508 0.2839 8.0971 -0.5271 -0.1902 -0.3733
H 0.6864 -0.3330 9.6504 0.1370 -0.3096 0.0249
H 0.8969 1.3426 9.3913 -0.0441 0.2447 -0.4335
H 2.0844 0.2211 8.7209 0.0189 0.0174 -0.1036
C -2.7285 5.1738 -0.1077 -0.7617 -0.8653 -1.2990
C -1.5766 4.1942 0.0599 0.1063 0.9459 0.8508
N -0.5115 4.8005 0.8876 1.4464 -0.0294 -0.6105
C -0.8982 5.1324 2.2539 0.3180 -1.4839 -0.6150
C -1.0334 3.8090 3.0387 0.1449 1.4566 0.7081
C 0.2372 5.9233 0.2462 -1.1685 -0.4702 -0.3764
C 0.6881 5.5860 -1.1444 0.7949 -1.1547 -0.4937
H -3.1449 4.9365 -1.0867 -0.4202 0.1969 -0.1693
H -2.4931 6.2378 -0.1303 0.0675 -0.1117 0.4207
H -3.4975 4.8675 0.6016 -0.1126 0.8342 0.1407
H -2.0584 3.3330 0.5228 0.6440 -0.1933 0.4300
H -1.2203 3.7852 -0.8856 0.3616 0.4040 0.0687
H -0.1202 5.7700 2.6736 0.1041 -0.0958 0.0950
H -1.8207 5.7113 2.2995 -0.3431 0.0950 0.0587
H -1.3500 4.1190 4.0346 -0.6568 -0.3982 0.1021
H -1.7230 3.1200 2.5510 0.0413 0.0209 0.3443
H -0.0713 3.3385 3.2415 0.0380 -0.0654 -0.5464
H 1.1527 6.1649 0.7862 -0.3946 -0.0911 0.4720
H -0.3855 6.8159 0.1866 -0.2105 0.4440 0.2896
H -0.0046 5.0289 -1.7752 -0.3185 0.4374 0.1992
H 1.4814 4.8508 -1.0099 0.3020 -0.0768 -0.2145
H 1.1122 6.4078 -1.7213 -0.1197 0.1489 0.2587
O 5.4606 5.7364 0.6145 -2.3793 2.2050 0.8834
S 4.2846 6.5922 0.9231 -1.5619 -0.1038 -1.6115
O 3.3932 7.0729 -0.2005 2.7052 -1.5169 3.4630
O 3.2721 5.7336 1.9464 -0.2361 2.6853 -2.4703
C 3.8151 4.9364 2.9291 1.0028 -2.4239 0.9432
C 2.7177 4.0023 3.4398 -0.5442 -0.6926 -0.6198
C 4.5859 8.0487 2.0485 0.1941 -0.6727 -0.6133
H 4.2088 5.4331 3.8160 0.0251 0.7650 -0.1864
H 4.6460 4.4464 2.4215 0.1868 -0.6192 0.5982
H 2.3913 3.1835 2.7987 0.4056 0.2298 -0.9838
H 1.7979 4.5803 3.5288 0.0970 0.1157 0.6513
H 2.9525 3.3949 4.3139 0.2518 0.8389 0.5551
H 5.4225 7.8396 2.7152 -0.0967 -0.1714 -0.0999
H 3.6614 8.1989 2.6061 0.0368 -0.2347 -0.1387
H 4.7906 8.9453 1.4635 0.0491 -0.3149 -0.2446
O -0.8514 -9.4347 0.8060 0.3847 0.0901 -0.2748
S 0.0135 -8.3922 0.3549 0.0924 1.8377 -1.4341
O 0.6134 -8.3645 -0.9813 -0.3807 -0.6669 2.1502
O -0.8781 -7.0414 0.4143 0.2986 -0.2144 0.1893
C -0.3192 -5.8308 -0.1709 -0.3975 0.1228 -0.4391
C -1.1741 -4.6203 0.1942 -0.0732 -0.6947 0.6203
C 1.2083 -8.0544 1.6450 0.8410 0.2637 0.4328
H -0.3302 -5.8841 -1.2595 0.0159 -0.5239 -0.0493
H 0.7324 -5.7445 0.1029 -0.0414 0.1636 0.3643
H -0.6255 -3.7282 -0.1081 -0.2811 0.0969 0.0619
H -1.4325 -4.5942 1.2528 0.5696 0.1333 0.2139
H -2.1599 -4.6602 -0.2693 0.1832 0.0067 -0.5186
H 1.9520 -8.8452 1.7443 -0.3593 -0.3320 -0.2780
H 0.7551 -7.8863 2.6220 -0.5851 -0.3816 -0.2690
H 1.8079 -7.1547 1.5068 -0.2386 0.1474 -0.7113
O -6.8435 -3.2487 -0.8384 0.2372 -2.8057 0.1785
S -6.1293 -4.4847 -1.1733 1.4678 0.8058 -1.8073
O -5.4445 -5.3792 -0.2191 -1.8422 1.7517 -1.3853
O -7.0718 -5.3990 -2.2309 0.4491 3.2769 2.2369
C -6.5155 -6.5519 -2.7613 -0.5205 -2.4692 -0.9659
C -7.6153 -7.0004 -3.7849 0.9624 -0.0420 0.4662
C -4.8931 -3.9053 -2.4336 -0.0406 -1.0050 0.7358
H -6.2497 -7.1825 -1.9129 -0.3437 -0.6426 -0.2751
H -5.6172 -6.4946 -3.3759 0.3186 1.0179 0.1667
H -8.5348 -7.3894 -3.3475 0.0667 0.3298 0.1062
H -7.2515 -7.7289 -4.5094 0.2178 -0.1438 0.2259
H -7.7647 -6.0801 -4.3495 -0.5345 -0.0906 -0.0478
H -4.1042 -4.6566 -2.3966 0.0408 0.0827 -0.2451
H -4.4664 -2.9302 -2.1988 -0.3302 -0.0667 0.3886
H -5.3552 -3.9006 -3.4208 -0.1099 -0.0209 0.2291
O 4.5275 2.4450 -3.8058 -0.7639 0.3098 2.0480
S 3.8253 2.8096 -2.5751 -0.2939 0.4385 -1.2098
O 2.4315 2.3435 -2.4100 2.5906 0.5557 0.3680
O 4.8155 2.3706 -1.3170 -1.1751 -0.7073 -2.0589
C 4.2188 2.5446 -0.0283 0.8141 0.5835 0.9027
C 4.9900 1.7347 1.0454 -1.2117 -0.2264 -0.8268
C 3.9066 4.6462 -2.4414 -0.0997 -1.4533 -0.4218
H 3.1666 2.2622 -0.0621 0.0264 0.0841 0.1245
H 4.3523 3.6177 0.1081 -0.4474 -0.0011 0.7793
H 4.6324 0.7083 0.9641 0.4217 -0.2824 -0.1981
H 4.6396 2.0120 2.0395 0.2629 0.4499 0.0159
H 6.0744 1.7749 0.9425 -0.1731 0.1622 0.0488
H 3.8227 4.9187 -1.3894 0.0618 0.1944 -0.3974
H 3.1017 5.0403 -3.0620 -0.2038 -0.1107 0.2554
H 4.8477 4.8947 -2.9319 0.0979 0.0416 0.4720
O 5.7356 -2.7640 -0.5360 -0.8138 -2.6339 -2.4153
S 5.1265 -3.7006 -1.5320 -1.4724 3.0740 0.1199
O 4.1822 -4.7051 -1.1035 1.2687 0.8553 -0.6187
O 4.2428 -2.6717 -2.5964 0.9533 -2.2036 1.6559
C 4.6663 -1.3300 -2.7060 0.7102 1.6821 -0.0209
C 3.8315 -0.6792 -3.7867 -0.3219 0.1361 -0.7019
C 6.2944 -4.3868 -2.7289 1.2613 0.2322 1.5221
H 5.7167 -1.2083 -2.9706 0.2965 -0.6503 -0.4254
H 4.6732 -0.7919 -1.7581 -0.7065 -0.1594 0.2690
H 3.7812 -1.3913 -4.6105 -0.3428 -0.0759 -0.0266
H 4.2215 0.2337 -4.2369 0.6432 -0.1380 0.4407
H 2.8333 -0.3511 -3.4967 -0.1514 -0.5421 0.2997
H 7.0449 -4.8612 -2.0966 -0.2153 -0.5795 0.2848
H 6.9365 -3.5929 -3.1105 -0.7343 0.3218 -0.5582
H 5.9196 -5.1235 -3.4394 -0.4483 0.5301 0.1598
O -1.8086 -1.8712 -1.5616 0.2914 0.6927 0.0049
S -1.4374 -0.4983 -1.3642 2.5342 2.5819 0.0737
O -2.3607 0.4620 -0.7716 1.2429 -1.4519 -0.6504
O 0.0619 -0.5348 -0.5079 -2.6626 -0.7885 -0.5408
C 0.6132 0.7068 -0.0778 -0.4626 0.9829 1.3641
C 0.5795 0.8609 1.4904 0.6586 -0.4476 -0.6582
C -0.5662 0.2787 -2.8746 -0.6519 -1.0345 0.1489
H 0.0865 1.5771 -0.4692 -0.3922 -0.1515 -0.2692
H 1.5926 0.7695 -0.5521 0.2376 -0.1163 0.4483
H 0.7097 1.8978 1.8002 0.0645 0.1096 -0.3706
H 1.3722 0.2835 1.9662 0.1943 -0.1209 -0.0735
H -0.3322 0.5181 1.9797 -0.3016 -0.0524 -0.5421
H 0.4411 -0.1376 -2.8677 -0.1251 0.0452 0.2242
H -0.5275 1.3680 -2.8753 -0.2431 -0.1040 0.5063
H -1.0272 -0.0499 -3.8060 -0.3797 -0.0362 0.2054
O 3.4160 -4.6852 2.0122 0.2183 0.9831 0.6750
S 2.4649 -3.6162 2.2196 0.4893 0.4964 -0.5100
O 1.2233 -4.0113 2.8499 0.9136 1.2611 -0.4924
O 3.1079 -2.2432 3.0611 -0.4756 -2.8731 -0.2406
C 4.5752 -2.0733 3.1152 -0.2730 1.2759 -0.2173
C 5.2171 -1.8579 4.5083 -0.4619 -0.4840 0.2098
C 2.2576 -2.8442 0.5327 -1.1444 -0.4217 2.3734
H 4.6114 -1.1512 2.5352 0.8378 -0.0150 -0.1102
H 5.0790 -2.8854 2.5910 -0.1456 0.0352 -0.0338
H 4.7382 -1.1696 5.2047 -0.9133 -0.2897 -0.2468
H 6.1974 -1.3815 4.5159 0.3058 -0.3187 -0.9998
H 5.3418 -2.8335 4.9780 -0.0893 0.1045 0.2660
H 1.3986 -2.1861 0.6633 0.2385 0.3526 -0.1650
H 1.9150 -3.6822 -0.0742 0.6898 0.1435 -0.2845
H 3.1938 -2.3277 0.3207 -0.1790 -0.3475 -0.3160
O -4.2506 -2.1211 5.7799 -0.4965 -1.0331 -1.1928
S -5.0505 -2.3301 4.5943 0.3392 1.0886 -0.9885
O -6.0740 -1.3357 4.3413 0.5350 -1.1940 -0.1412
O -3.9324 -2.2965 3.3211 -0.5438 0.1432 3.5570
C -4.2581 -2.5643 1.9990 -2.1667 0.2931 -1.3799
C -5.0584 -1.4331 1.2810 1.1384 -0.2707 -0.3031
C -5.8156 -4.0370 4.4748 0.9732 1.1455 0.2252
H -4.9072 -3.4386 1.9506 0.1279 -0.4031 -0.0559
H -3.3181 -2.8248 1.5125 -0.0536 0.2503 -0.1159
H -5.2739 -1.7867 0.2727 -0.1460 -0.0725 0.0425
H -4.4441 -0.5445 1.1363 0.0586 0.1019 0.2619
H -5.9988 -1.1456 1.7511 0.1882 -0.2935 0.2106
H -6.3493 -4.2272 5.4060 0.0882 0.2886 -0.0232
H -4.9778 -4.7283 4.3844 -0.1572 -0.0178 -0.1469
H -6.5033 -4.0570 3.6294 0.2403 0.0751 0.0353
O -0.7069 3.8104 -3.8211 -0.6814 2.0031 -1.4035
S -0.4606 5.1010 -4.4584 0.4445 -0.4030 -0.8292
O 0.8979 5.5625 -4.3966 -0.3358 0.2109 -0.4210
O -0.9653 5.0393 -6.0839 0.8838 -0.0923 2.6734
C -0.7762 6.2557 -6.8558 -0.4302 -0.4364 -0.9695
C 0.1209 5.9616 -8.0597 -0.0882 0.0615 0.3240
C -1.5714 6.4130 -3.8825 -1.2033 -0.7608 -0.4547
H -0.4062 7.1046 -6.2809 0.2757 -0.2934 0.2254
H -1.7810 6.5189 -7.1862 -0.0669 0.0713 -0.0478
H 0.1121 6.8095 -8.7446 0.3294 0.2856 0.2639
H -0.2069 5.1383 -8.6944 -0.2820 -0.2402 0.4612
H 1.1170 5.7291 -7.6832 0.1085 0.1714 -0.2845
H -2.4896 6.1544 -4.4099 -0.3511 -0.3495 0.4139
H -1.4496 7.4406 -4.2251 1.1446 -0.2224 0.0959
H -1.7317 6.3540 -2.8060 0.2663 -0.0959 -0.1188
O -3.6361 -5.2426 -5.0985 1.3487 1.8506 -1.1456
S -2.8037 -4.3205 -5.8950 -0.8459 -0.3937 0.2707
O -1.6869 -4.8993 -6.6221 -1.2739 1.1069 0.7335
O -3.8545 -3.4800 -6.9309 2.0515 -0.4810 2.4572
C -4.8273 -4.2397 -7.5725 -1.0774 -1.1906 -2.9473
C -4.1962 -4.7371 -8.9325 0.1399 0.9191 1.5151
C -2.3233 -2.8022 -4.9085 -0.8073 -0.6352 -0.6008
H -5.6426 -3.5619 -7.8253 0.0596 0.2472 0.1936
H -5.3036 -5.0561 -7.0295 0.5741 0.0365 0.5944
H -4.8557 -5.2556 -9.6284 0.0048 0.0263 0.2611
H -3.3055 -5.3044 -8.6623 -0.1639 -0.3910 -0.3037
H -3.8184 -3.8020 -9.3459 -0.0604 -0.1520 -0.5525
H -1.8036 -2.0720 -5.5288 0.0254 -0.4002 -0.2560
H -1.7477 -3.0205 -4.0090 -0.0366 -0.4912 -0.2335
H -3.2883 -2.3801 -4.6277 0.0407 -0.0632 0.0679
```
Positions in Å, forces in eV/Å.

Its multiplicity is 1. The energy above the lowest of the compared OMol25 structures with the same formula, charge and spin is 0.1224 eV. The net charge is 0. The HOMO-LUMO gap comes out at 0.29010 Ha. The HOMO energy comes out at -0.292 Eh. For the total energy, the calculation gives -218083.938 eV.

Atomic partial charges in e from the Mulliken method, atoms 1 to 8: -1.095 0.688 0.092 0.706 -1.403 -0.464 -1.296 0.180